69
Properties=species:S:1:pos:R:3:nbo_charge:R:1 method="wB97M-V/def2-TZVPD" molar_mass_g_mol=513.07 total_energy_ha=-2391.1415 charge=0
C 0.175 0.755 3.860 -0.85
S -0.126 -0.875 3.043 2.09
O 1.037 -1.725 3.364 -0.94
O -1.393 -1.492 3.445 -0.92
C -0.024 -0.553 1.240 -0.31
C 1.389 -0.440 0.684 -0.19
C 1.554 -0.214 -0.730 -0.21
C 0.351 -0.052 -1.629 0.20
N 0.607 0.201 -2.971 -0.36
C -0.513 0.372 -3.712 0.15
C -0.308 0.693 -5.247 -0.13
O 0.971 1.355 -5.409 -0.49
C 0.824 2.718 -5.476 1.17
F 0.366 3.180 -6.680 -0.32
F 2.082 3.258 -5.265 -0.32
F 0.021 3.236 -4.473 -0.33
C -1.876 0.290 -3.108 0.19
Cl -3.268 0.570 -4.236 -0.01
N -2.202 0.025 -1.826 -0.35
C -1.022 -0.134 -1.109 0.09
C -1.165 -0.396 0.375 -0.16
H -0.260 1.587 3.243 0.25
H -0.256 0.700 4.896 0.27
H 1.298 0.871 3.903 0.26
H 2.265 -0.536 1.364 0.26
H 2.571 -0.135 -1.202 0.25
H -1.166 1.249 -5.699 0.23
H -0.198 -0.308 -5.761 0.23
H -2.204 -0.464 0.801 0.26
C 2.539 3.610 -2.297 -0.61
C 3.045 3.211 -0.916 -0.40
C 2.537 4.122 0.201 -0.40
C 2.977 5.584 0.100 -0.40
C 4.489 5.807 0.061 -0.40
C 5.199 5.337 1.325 -0.61
H 2.882 4.608 -2.580 0.20
H 2.905 2.911 -3.050 0.22
H 1.447 3.599 -2.329 0.20
H 4.139 3.183 -0.920 0.19
H 2.713 2.190 -0.707 0.20
H 2.859 3.711 1.164 0.19
H 1.441 4.091 0.214 0.20
H 2.559 6.131 0.952 0.20
H 2.532 6.037 -0.792 0.20
H 4.678 6.878 -0.066 0.20
H 4.927 5.314 -0.812 0.20
H 4.807 5.852 2.205 0.20
H 6.269 5.550 1.259 0.21
H 5.085 4.261 1.475 0.20
C -1.843 -3.981 0.724 -0.61
C -3.164 -3.813 1.463 -0.40
C -3.187 -4.506 2.825 -0.40
C -3.022 -6.028 2.782 -0.40
C -4.058 -6.773 1.940 -0.40
C -5.482 -6.610 2.457 -0.61
H -1.634 -5.029 0.501 0.20
H -1.871 -3.440 -0.226 0.20
H -1.014 -3.582 1.315 0.21
H -3.985 -4.175 0.835 0.19
H -3.344 -2.744 1.617 0.20
H -4.124 -4.256 3.332 0.20
H -2.389 -4.089 3.448 0.22
H -3.059 -6.408 3.809 0.20
H -2.023 -6.275 2.409 0.20
H -3.806 -7.838 1.943 0.20
H -4.007 -6.450 0.896 0.19
H -5.566 -6.970 3.486 0.20
H -6.176 -7.188 1.842 0.21
H -5.806 -5.567 2.430 0.20

***

66
Properties=species:S:1:pos:R:3:nbo_charge:R:1 method="wB97M-V/def2-TZVPD" molar_mass_g_mol=699.67 multiplicity=2 total_energy_ha=-4148.9231 charge=-1
Tl 0.646 0.807 0.206 0.73
C 2.938 -0.044 3.772 -0.61
C 3.057 -1.394 3.065 -0.23
C 4.193 -2.229 3.668 -0.59
C 3.232 -1.268 1.563 -0.04
C 2.678 -2.232 0.722 -0.16
C 2.798 -2.141 -0.657 -0.22
C 3.487 -1.086 -1.249 -0.01
C 3.569 -0.958 -2.750 -0.62
C 4.047 -0.131 -0.411 -0.21
C 3.921 -0.217 0.971 -0.21
H 2.644 -0.191 4.815 0.21
H 2.190 0.596 3.293 0.24
H 3.895 0.486 3.773 0.19
H 2.120 -1.938 3.232 0.20
H 5.151 -1.728 3.502 0.20
H 4.247 -3.216 3.204 0.21
H 4.056 -2.358 4.747 0.20
H 2.105 -3.046 1.157 0.20
H 2.316 -2.883 -1.286 0.21
H 2.609 -0.637 -3.165 0.23
H 3.828 -1.912 -3.215 0.21
H 4.317 -0.218 -3.040 0.21
H 4.550 0.726 -0.849 0.21
H 4.324 0.582 1.582 0.21
O 0.019 -0.573 -1.881 -0.66
N 0.138 -0.244 -3.142 0.01
C -0.040 -1.236 -4.054 0.00
C 0.082 -1.037 -5.401 -0.29
C 0.397 0.248 -5.850 -0.21
C 0.555 1.250 -4.926 -0.25
C 0.423 1.045 -3.531 0.02
S 0.615 2.313 -2.403 -0.36
H -0.280 -2.188 -3.604 0.22
H -0.063 -1.869 -6.077 0.21
H 0.510 0.454 -6.908 0.21
H 0.794 2.258 -5.231 0.23
C -2.794 -1.918 -0.981 -1.09
Ge -3.308 -0.719 0.493 1.62
C -3.920 -1.865 1.982 -1.10
C -4.946 0.183 -0.126 -1.08
C -1.863 0.491 0.950 -1.37
H -3.388 -2.839 -0.991 0.20
H -1.730 -2.163 -0.911 0.25
H -2.945 -1.392 -1.929 0.23
H -4.847 -2.364 1.688 0.22
H -4.117 -1.262 2.873 0.22
H -3.187 -2.632 2.244 0.22
H -5.722 -0.568 -0.310 0.21
H -4.752 0.721 -1.057 0.22
H -5.315 0.896 0.617 0.22
H -2.213 1.516 0.749 0.21
O -0.559 1.632 2.936 -1.03
S -1.584 0.538 2.772 1.35
C -1.848 0.288 4.939 -0.54
C -0.728 -0.658 5.271 -0.44
C -0.756 -1.748 4.193 -0.41
C -0.696 -1.076 2.828 -0.62
H -2.846 -0.142 5.058 0.17
H -1.778 1.302 5.329 0.20
H -0.805 -1.103 6.270 0.19
H 0.227 -0.124 5.220 0.21
H -1.685 -2.319 4.291 0.20
H 0.074 -2.452 4.309 0.20
H -1.069 -1.698 2.017 0.23
H 0.329 -0.771 2.590 0.23

***

66
Properties=species:S:1:pos:R:3:nbo_charge:R:1 method="wB97M-V/def2-TZVPD" molar_mass_g_mol=596.02 total_energy_ha=-1600.4814 charge=+4
N -0.942 -1.854 0.060 -0.67
C -0.337 -2.852 -0.086 0.68
C 0.199 -4.165 -0.245 -0.79
H 0.778 -4.230 -1.188 0.33
H -0.620 -4.910 -0.270 0.33
H 0.868 -4.388 0.604 0.34
N -3.180 0.201 1.558 -0.70
C -3.953 0.363 2.417 0.74
C -4.983 0.506 3.384 -0.79
H -5.628 -0.382 3.373 0.33
H -5.589 1.390 3.150 0.34
H -4.540 0.618 4.378 0.35
N -1.368 1.407 -1.106 -0.66
C -1.108 2.275 -1.845 0.66
C -0.889 3.392 -2.705 -0.78
H -0.685 4.282 -2.082 0.34
H -1.781 3.571 -3.337 0.32
H -0.018 3.187 -3.353 0.32
Hf -2.375 -0.312 -0.360 2.02
C -1.123 2.084 1.703 0.52
O -1.621 2.710 2.534 -0.44
C -0.554 -0.359 2.593 0.53
O -0.970 -0.636 3.632 -0.45
C -3.441 -2.189 -1.146 -0.27
C -2.656 -1.664 -2.188 -0.25
C -2.874 -0.350 -2.625 -0.22
C -3.856 0.439 -2.007 -0.28
C -4.608 -0.073 -0.950 -0.19
C -4.403 -1.390 -0.518 -0.26
H -3.289 -3.215 -0.810 0.32
H -1.881 -2.265 -2.669 0.32
H -2.262 0.047 -3.435 0.31
H -4.031 1.461 -2.346 0.32
H -5.377 0.551 -0.491 0.31
H -4.996 -1.807 0.296 0.32
C 2.224 2.571 2.047 -0.61
C 2.708 1.901 0.753 -0.53
C 4.204 1.610 0.851 -0.63
P 1.585 0.509 0.246 1.16
C 1.862 0.420 -1.628 -0.51
C 3.306 0.523 -2.109 -0.62
C 1.156 -0.774 -2.266 -0.58
C 2.287 -1.036 1.072 -0.51
C 3.473 -1.705 0.379 -0.63
C 2.574 -0.852 2.573 -0.62
H 2.334 1.909 2.917 0.22
H 1.174 2.885 1.994 0.19
H 2.835 3.469 2.236 0.27
H 2.560 2.619 -0.071 0.24
H 4.481 1.050 1.757 0.23
H 4.607 1.085 -0.020 0.23
H 4.730 2.578 0.904 0.27
H 1.328 1.331 -1.931 0.21
H 3.920 -0.312 -1.747 0.24
H 3.297 0.460 -3.207 0.25
H 3.778 1.477 -1.852 0.24
H 0.068 -0.632 -2.338 0.16
H 1.523 -0.904 -3.295 0.26
H 1.339 -1.718 -1.733 0.20
H 1.417 -1.705 0.972 0.19
H 4.356 -1.047 0.359 0.25
H 3.753 -2.598 0.964 0.25
H 3.243 -2.042 -0.642 0.21
H 2.673 -1.854 3.024 0.25
H 3.524 -0.327 2.757 0.25
H 1.772 -0.331 3.113 0.21

***

74
Properties=species:S:1:pos:R:3:lowdin_spin:R:1 method="wB97M-V/def2-TZVPD" molar_mass_g_mol=605.67 multiplicity=6 total_energy_ha=-3563.8155 charge=+1
Mn -0.480 -0.431 0.450 4.69
N -2.492 -1.192 0.846 0.04
C -3.582 -0.334 1.372 0.01
C -3.210 1.157 1.429 0.01
C -3.357 1.969 0.112 0.00
C -2.560 1.372 -1.125 0.01
N -1.136 1.129 -0.840 0.05
H -2.729 -1.420 -0.093 0.00
H -2.438 -2.089 1.310 0.00
H -3.915 -0.641 2.383 0.00
H -4.484 -0.498 0.806 0.00
H -2.184 1.282 1.754 0.00
H -3.852 1.580 2.218 0.00
H -2.913 2.901 0.300 0.00
H -4.402 2.079 -0.169 0.00
H -2.705 2.075 -1.903 0.00
H -3.009 0.408 -1.404 0.00
H -0.695 2.020 -0.632 0.01
H -0.706 0.796 -1.777 0.01
O 1.791 -0.116 0.200 0.04
C 2.455 0.513 1.331 0.00
C 1.520 0.561 2.533 0.01
C 1.999 1.120 3.734 0.00
C 1.168 1.199 4.812 0.00
C -0.088 0.603 4.793 0.00
C -0.495 0.001 3.572 0.01
N 0.285 0.027 2.483 0.03
H 2.315 -0.981 0.123 0.00
H 2.638 1.557 0.917 0.00
H 3.378 -0.045 1.645 0.00
H 3.013 1.489 3.771 0.00
H 1.538 1.587 5.741 0.00
H -0.780 0.564 5.612 0.00
H -1.458 -0.415 3.407 0.00
N 1.019 -8.284 -3.031 0.00
C 0.999 -7.075 -2.366 0.00
C -0.218 -6.342 -2.333 0.00
C -0.265 -5.156 -1.593 0.00
C 0.877 -4.644 -0.920 0.00
C 2.041 -5.420 -0.980 0.00
C 2.103 -6.628 -1.621 0.00
S 0.759 -3.222 0.002 0.01
O 2.047 -2.757 0.514 0.00
O -0.245 -3.492 1.021 0.01
N 0.119 -2.069 -0.912 0.04
C 0.733 -1.802 -2.143 0.01
N 0.213 -0.724 -2.823 0.00
C 0.791 -0.405 -3.976 0.00
C 1.910 -1.095 -4.400 0.00
C 2.444 -2.089 -3.590 0.00
N 1.848 -2.456 -2.451 0.00
H 0.181 -8.378 -3.629 0.00
H 1.826 -8.796 -3.288 0.00
H -1.117 -6.610 -2.939 0.00
H -1.175 -4.601 -1.491 0.00
H 2.836 -4.936 -0.383 0.00
H 2.990 -7.235 -1.571 0.00
H 0.366 0.407 -4.524 0.00
H 2.310 -0.821 -5.363 0.00
H 3.347 -2.708 -3.942 0.00
C 1.620 7.002 0.984 0.00
N 1.321 5.580 0.882 0.00
C 0.122 5.095 1.075 0.00
S -0.039 3.448 1.509 0.00
N -0.990 5.887 0.995 0.00
C -1.082 6.858 -0.127 0.00
H 1.541 7.442 -0.013 0.00
H 2.622 7.116 1.426 0.00
H 0.861 7.572 1.573 0.00
H 2.084 4.922 0.963 0.00
H -1.840 5.381 1.181 0.00
H -0.373 6.566 -0.879 0.00
H -0.960 7.906 0.098 0.00
H -2.056 6.733 -0.639 0.00

***

62
Properties=species:S:1:pos:R:3:nbo_charge:R:1 method="wB97M-V/def2-TZVPD" molar_mass_g_mol=445.45 multiplicity=5 total_energy_ha=-1137.8992 charge=+2
Rh -0.137 -0.958 0.296 1.15
C -0.607 1.105 -1.208 -0.22
C -0.453 1.271 0.209 0.06
C 0.972 1.013 0.487 -0.04
C 1.585 0.774 -0.776 -0.19
C 0.652 0.916 -1.837 0.14
C 0.940 0.971 -3.314 -0.11
C 0.116 2.117 -3.923 -0.60
C 2.429 1.215 -3.558 -0.61
C 0.524 -0.349 -3.984 -0.60
C 1.831 1.064 1.754 -0.10
C 2.332 2.503 1.959 -0.60
C 3.057 0.159 1.555 -0.60
C 1.107 0.557 3.002 -0.60
C -1.625 1.784 1.071 -0.10
C -2.162 0.675 1.986 -0.62
C -2.789 2.202 0.158 -0.61
C -1.217 3.025 1.870 -0.61
H -1.544 1.199 -1.729 0.27
H 2.633 0.560 -0.909 0.26
H 0.337 3.070 -3.443 0.23
H -0.956 1.931 -3.858 0.21
H 0.367 2.210 -4.979 0.24
H 2.768 2.148 -3.105 0.23
H 2.611 1.288 -4.630 0.25
H 3.049 0.400 -3.181 0.21
H -0.499 -0.639 -3.740 0.21
H 1.220 -1.155 -3.724 0.20
H 0.590 -0.234 -5.066 0.26
H 2.888 2.850 1.088 0.22
H 3.010 2.524 2.813 0.24
H 1.528 3.208 2.153 0.22
H 3.746 0.538 0.802 0.22
H 2.786 -0.870 1.287 0.20
H 3.609 0.108 2.492 0.25
H 0.277 1.180 3.315 0.22
H 1.817 0.524 3.829 0.25
H 0.742 -0.473 2.878 0.18
H -2.541 -0.175 1.402 0.20
H -3.020 1.052 2.545 0.26
H -1.434 0.315 2.710 0.21
H -3.210 1.365 -0.401 0.21
H -2.501 2.985 -0.545 0.23
H -3.588 2.601 0.781 0.25
H -0.496 2.820 2.654 0.21
H -2.106 3.436 2.349 0.24
H -0.808 3.798 1.219 0.23
O -0.353 -2.282 -1.513 -0.76
C -0.603 -3.673 -1.253 -0.10
C -1.063 -3.835 0.172 0.20
C -1.664 -5.014 0.574 -0.22
C -2.024 -5.169 1.901 -0.09
C -1.782 -4.134 2.795 -0.23
C -1.200 -2.982 2.322 0.07
N -0.842 -2.829 1.031 -0.56
H 0.152 -2.169 -2.330 0.53
H 0.314 -4.246 -1.417 0.22
H -1.373 -4.038 -1.935 0.23
H -1.845 -5.799 -0.148 0.25
H -2.492 -6.085 2.235 0.26
H -2.043 -4.214 3.840 0.26
H -1.009 -2.139 2.974 0.22

***

72
Properties=species:S:1:pos:R:3:lowdin_spin:R:1 method="wB97M-V/def2-TZVPD" molar_mass_g_mol=672.68 multiplicity=8 total_energy_ha=-3184.7241 charge=-2
Eu 0.644 0.875 -0.737 6.11
S 2.888 -0.655 -0.463 -0.01
C 4.077 0.152 -1.477 0.00
C 5.436 -0.296 -1.284 0.00
N 6.512 -0.674 -1.111 0.00
C 3.820 1.109 -2.405 0.00
S 2.256 1.765 -2.818 0.01
C 4.934 1.623 -3.173 0.00
N 5.810 2.026 -3.803 0.00
C -2.183 -1.805 -5.276 0.22
N -1.850 -1.904 -3.852 0.01
C -1.313 -3.187 -3.453 0.03
C -1.455 -0.804 -3.132 0.02
N -0.558 -0.821 -2.213 0.00
N -2.189 0.318 -3.432 0.04
C -1.949 1.632 -3.085 0.06
N -2.841 2.476 -3.685 0.09
N -1.035 1.978 -2.257 0.00
H -3.086 -2.375 -5.498 0.06
H -1.359 -2.205 -5.884 0.02
H -2.348 -0.772 -5.579 0.09
H -1.944 -3.964 -3.881 0.01
H -1.335 -3.285 -2.368 0.00
H -0.286 -3.344 -3.808 0.00
H -0.041 -1.691 -2.211 0.00
H -3.034 0.166 -3.991 0.11
H -3.221 2.160 -4.586 0.13
H -2.566 3.447 -3.678 0.02
H -0.998 2.984 -2.138 0.00
C -0.503 -3.538 2.816 0.00
C 0.357 -2.685 1.883 0.00
C 0.510 -3.403 0.532 0.00
P -0.112 -0.904 1.591 0.00
C -1.963 -0.727 1.649 0.00
C -2.707 -0.849 2.978 0.00
C -2.617 -1.601 0.574 0.01
C 0.491 -0.023 3.124 0.00
C 1.946 0.412 2.931 0.00
C 0.388 -0.759 4.463 0.00
H -0.030 -4.519 2.947 0.00
H -1.492 -3.713 2.387 0.00
H -0.636 -3.099 3.803 0.00
H 1.361 -2.593 2.313 0.00
H -0.468 -3.545 0.058 0.00
H 0.956 -4.394 0.674 0.00
H 1.149 -2.844 -0.152 0.00
H -2.043 0.318 1.334 0.00
H -2.576 -1.824 3.453 0.00
H -3.779 -0.717 2.792 0.00
H -2.403 -0.075 3.684 0.00
H -2.601 -2.658 0.857 0.00
H -2.118 -1.495 -0.390 0.00
H -3.664 -1.312 0.442 0.01
H -0.128 0.876 3.136 0.00
H 2.614 -0.452 2.861 0.00
H 2.269 1.024 3.781 0.00
H 2.084 1.003 2.032 0.00
H 1.057 -1.625 4.487 0.00
H -0.617 -1.098 4.704 0.00
H 0.713 -0.083 5.261 0.00
N -0.238 2.028 0.820 -0.05
C 0.423 3.134 1.158 -0.01
C -0.174 4.204 1.917 0.00
C 0.522 5.349 2.254 0.00
C 1.857 5.530 1.873 0.00
C 2.485 4.515 1.146 0.00
C 1.811 3.360 0.809 0.00
H -1.210 4.073 2.211 0.00
H 0.022 6.126 2.826 0.00
H 2.395 6.433 2.139 0.00
H 3.524 4.629 0.851 0.00
H 2.358 2.592 0.268 0.00

***

What did the fifth record say?
62
Properties=species:S:1:pos:R:3:nbo_charge:R:1 method="wB97M-V/def2-TZVPD" molar_mass_g_mol=445.45 multiplicity=5 total_energy_ha=-1137.8992 charge=+2
Rh -0.137 -0.958 0.296 1.15
C -0.607 1.105 -1.208 -0.22
C -0.453 1.271 0.209 0.06
C 0.972 1.013 0.487 -0.04
C 1.585 0.774 -0.776 -0.19
C 0.652 0.916 -1.837 0.14
C 0.940 0.971 -3.314 -0.11
C 0.116 2.117 -3.923 -0.60
C 2.429 1.215 -3.558 -0.61
C 0.524 -0.349 -3.984 -0.60
C 1.831 1.064 1.754 -0.10
C 2.332 2.503 1.959 -0.60
C 3.057 0.159 1.555 -0.60
C 1.107 0.557 3.002 -0.60
C -1.625 1.784 1.071 -0.10
C -2.162 0.675 1.986 -0.62
C -2.789 2.202 0.158 -0.61
C -1.217 3.025 1.870 -0.61
H -1.544 1.199 -1.729 0.27
H 2.633 0.560 -0.909 0.26
H 0.337 3.070 -3.443 0.23
H -0.956 1.931 -3.858 0.21
H 0.367 2.210 -4.979 0.24
H 2.768 2.148 -3.105 0.23
H 2.611 1.288 -4.630 0.25
H 3.049 0.400 -3.181 0.21
H -0.499 -0.639 -3.740 0.21
H 1.220 -1.155 -3.724 0.20
H 0.590 -0.234 -5.066 0.26
H 2.888 2.850 1.088 0.22
H 3.010 2.524 2.813 0.24
H 1.528 3.208 2.153 0.22
H 3.746 0.538 0.802 0.22
H 2.786 -0.870 1.287 0.20
H 3.609 0.108 2.492 0.25
H 0.277 1.180 3.315 0.22
H 1.817 0.524 3.829 0.25
H 0.742 -0.473 2.878 0.18
H -2.541 -0.175 1.402 0.20
H -3.020 1.052 2.545 0.26
H -1.434 0.315 2.710 0.21
H -3.210 1.365 -0.401 0.21
H -2.501 2.985 -0.545 0.23
H -3.588 2.601 0.781 0.25
H -0.496 2.820 2.654 0.21
H -2.106 3.436 2.349 0.24
H -0.808 3.798 1.219 0.23
O -0.353 -2.282 -1.513 -0.76
C -0.603 -3.673 -1.253 -0.10
C -1.063 -3.835 0.172 0.20
C -1.664 -5.014 0.574 -0.22
C -2.024 -5.169 1.901 -0.09
C -1.782 -4.134 2.795 -0.23
C -1.200 -2.982 2.322 0.07
N -0.842 -2.829 1.031 -0.56
H 0.152 -2.169 -2.330 0.53
H 0.314 -4.246 -1.417 0.22
H -1.373 -4.038 -1.935 0.23
H -1.845 -5.799 -0.148 0.25
H -2.492 -6.085 2.235 0.26
H -2.043 -4.214 3.840 0.26
H -1.009 -2.139 2.974 0.22